{
  "formula": "C2H4O2S",
  "method": "ωB97M-V/def2-TZVPD",
  "total_charge": 0,
  "e_above_lowest_ev": 2.290,
  "symbols": ["C", "C", "O", "O", "S", "H", "H", "H", "H"],
  "positions_angstrom": [[0.57199, 0.34717, -0.18664], [-0.59442, -0.13203, 0.22795], [1.42266, -2.74745, 0.36518], [0.85797, -2.27836, -1.99434], [1.66098, -1.97661, -0.84019], [0.84934, 0.44772, -1.24239], [1.34362, 0.50760, 0.37766], [-0.79790, -0.26597, 1.21204], [-1.48341, -0.36231, -0.50009]],
  "forces_ev_per_angstrom": [[-3.86, -1.06, -3.94], [-1.28, 0.49, -4.16], [0.34, 0.61, -1.04], [0.31, 0.10, 0.29], [-0.35, -1.48, 0.63], [-0.70, 0.26, 0.18], [4.06, 1.10, 3.81], [-0.51, -0.46, 2.87], [2.00, 0.43, 1.36]],
  "lowdin_charge": [-0.16, -0.04, -0.42, -0.42, 0.85, 0.06, -0.01, 0.02, 0.12]
}

=====

{
  "formula": "C4H3N3O",
  "method": "ωB97M-V/def2-TZVPD",
  "total_charge": 0,
  "smiles": "O=c1cncnnc1",
  "e_above_lowest_ev": 5.311,
  "symbols": ["C", "C", "C", "C", "H", "H", "H", "N", "N", "N", "O"],
  "positions_angstrom": [[-0.72082, 0.60863, -1.05854], [-1.30742, -0.14838, 0.13527], [0.74948, -1.55874, 0.37888], [0.53680, 1.09592, -0.30744], [-2.24101, 0.29088, 0.92518], [1.04811, -2.49250, 0.92625], [0.51599, 2.30472, -0.62142], [-0.62716, -1.17135, 0.57739], [1.81243, -0.83297, 0.50548], [1.60133, 0.58171, 0.34641], [-1.36773, 1.32207, -1.80746]],
  "forces_ev_per_angstrom": [[-1.48, 2.52, 2.85], [-0.23, -1.30, 2.08], [-1.65, -0.67, 3.06], [3.04, 1.66, -1.80], [2.54, -1.43, -2.98], [-1.17, -0.11, -1.50], [0.51, -3.11, 1.65], [0.76, 0.59, -0.39], [-1.28, 3.81, -1.55], [-2.36, -0.18, -1.47], [1.31, -1.78, 0.05]],
  "lowdin_charge": [-0.36, -0.07, -0.21, -0.08, 0.21, 0.12, 0.18, 0.07, 0.03, 0.03, 0.08]
}

=====

{
  "formula": "C6H11N",
  "method": "ωB97M-V/def2-TZVPD",
  "total_charge": 0,
  "smiles": "C=C/N=C(/C)CC",
  "e_above_lowest_ev": 3.023,
  "symbols": ["C", "C", "C", "C", "H", "H", "H", "H", "H", "H", "H", "H", "C", "C", "N", "H", "H", "H"],
  "positions_angstrom": [[-0.20028, 0.97712, 0.37178], [-0.45896, 1.33811, -1.08302], [-0.98022, -1.15543, 1.07349], [-2.04122, -1.37206, 0.26164], [0.47796, 1.70044, 0.83421], [-1.10276, 1.15891, 0.95946], [-1.06342, -1.05060, 2.15045], [0.47297, 1.46110, -1.64145], [-1.02975, 0.55437, -1.59108], [-1.01840, 2.27519, -1.16808], [-1.90752, -1.71621, -0.75519], [-3.03968, -1.07696, 0.56130], [2.35867, -0.31365, -0.14763], [0.95101, -0.43387, 0.32046], [0.34898, -1.48965, 0.67241], [2.62656, 0.69962, -0.45331], [3.06727, -0.59022, 0.64119], [2.53878, -0.96619, -1.00662]],
  "forces_ev_per_angstrom": [[3.92, 0.67, -0.80], [-0.02, 0.05, -0.15], [-1.28, -3.22, -0.80], [1.00, 0.55, 0.96], [0.18, 0.45, -0.37], [0.22, -1.33, 0.10], [-0.23, 0.63, -0.09], [-0.03, 0.00, 0.06], [-0.03, 0.09, 0.11], [0.03, -0.08, -0.01], [0.10, 0.07, -0.01], [0.04, -0.24, 0.15], [0.37, 0.27, -0.14], [-4.01, 1.87, 0.86], [0.38, 0.34, -0.04], [-0.26, 0.01, 0.04], [-0.27, -0.09, -0.04], [-0.11, -0.03, 0.15]],
  "lowdin_charge": [-0.18, -0.13, -0.28, 0.00, 0.08, 0.09, 0.11, 0.06, 0.06, 0.07, 0.06, 0.05, -0.05, -0.25, 0.06, 0.07, 0.08, 0.09]
}

=====

{
  "formula": "C8H8IN3O2",
  "method": "ωB97M-V/def2-TZVPD",
  "total_charge": 0,
  "smiles": "CC(=O)N(C(C)=O)[C@H](C#N)[C@H](I)C#N",
  "symbols": ["C", "C", "O", "N", "C", "C", "O", "C", "C", "N", "C", "I", "C", "N", "H", "H", "H", "H", "H", "H", "H", "H"],
  "positions_angstrom": [[-1.03073, -1.58047, 0.98846], [-1.49812, -0.26085, 0.41842], [-2.52741, 0.23116, 0.78772], [-0.72160, 0.47425, -0.56341], [-0.36764, -0.14978, -1.83222], [0.35057, -1.47055, -1.88656], [-0.60831, 0.47187, -2.82611], [0.19711, 1.51772, -0.07980], [1.53088, 1.40428, -0.70362], [2.56075, 1.30838, -1.19460], [0.33242, 1.54937, 1.45542], [1.18783, 3.43213, 2.05989], [1.17247, 0.48394, 1.99055], [1.83344, -0.36480, 2.38482], [-1.26256, -1.56522, 2.05537], [0.02662, -1.78916, 0.84406], [-1.63310, -2.37990, 0.54316], [0.09887, -2.16280, -1.08816], [1.42514, -1.26032, -1.84756], [0.12714, -1.92900, -2.85067], [-0.18921, 2.50336, -0.36991], [-0.65028, 1.53723, 1.92561]],
  "forces_ev_per_angstrom": [[-0.12, -0.17, -0.07], [0.00, 0.13, -0.13], [0.03, 0.13, 0.23], [0.75, -1.06, 0.33], [-0.15, 0.26, 0.02], [-0.20, -0.23, -0.13], [0.17, 0.11, -0.07], [-0.52, 0.64, -0.33], [-0.27, -0.02, 0.17], [0.18, -0.04, -0.08], [0.22, 0.18, 0.19], [-0.04, -0.09, -0.04], [-0.30, 0.20, -0.17], [0.13, -0.19, 0.10], [0.02, -0.02, -0.11], [-0.13, 0.08, 0.07], [0.10, 0.05, 0.05], [0.05, 0.10, -0.11], [-0.11, 0.01, 0.08], [0.09, 0.06, 0.08], [0.03, -0.11, 0.03], [0.07, -0.04, -0.09]],
  "lowdin_charge": [-0.01, -0.45, 0.14, 0.04, -0.44, 0.02, 0.14, -0.33, -0.21, 0.22, -0.67, 0.95, -0.33, 0.20, 0.10, 0.06, 0.10, 0.06, 0.10, 0.10, 0.13, 0.08]
}

=====

Number 1: gap between HOMO and LUMO 9.58 eV, molecular weight 92.12 g/mol, DFT total energy -627.19999 a.u.. Number 2: gap between HOMO and LUMO 8.40 eV, molecular weight 109.09 g/mol, DFT total energy -393.52425 a.u.. Number 3: gap between HOMO and LUMO 9.88 eV, molecular weight 97.16 g/mol, DFT total energy -289.86058 a.u.. Number 4: gap between HOMO and LUMO 9.69 eV, molecular weight 305.07 g/mol, DFT total energy -922.03363 a.u..